ORCA calculation (wB97M-V/def2-TZVPD) on AlBH22O9 as an isolated structure in a non-equilibrium geometry.

HOMO-LUMO gap   3.07 eV
Charge   +2
Total energy   -956.6694 hartree
Lowest unoccupied orbital energy   -14.4057 eV
Largest force on an atom   0.053 hartree/bohr
Spin multiplicity   1
Energy relative to the best compared isomer or geometry (same formula, charge and spin)   14.4 kcal per mole

Last column: Löwdin charge in e.
CARTESIAN COORDINATES (ANGSTROEM)
Al 2.87469 0.31559 -0.52729  1.44
B -0.17872 -0.01865 0.11775  -0.29
H 0.36211 -1.03170 -0.27704  0.03
H -0.72199 -0.32375 1.16192  0.10
H 0.62984 0.83386 0.42976  -0.02
H -0.98699 0.37066 -0.66737  0.05
O -0.55841 -2.62516 1.89847  0.01
H -0.51422 -1.74371 1.49795  -0.04
H -1.29648 -2.61521 2.52356  0.10
O 2.17364 1.72017 2.03315  -0.07
H 2.70694 2.00029 2.78895  0.08
H 1.25910 1.79490 2.33063  0.05
O -1.87671 -2.05931 -1.29287  0.02
H -2.73839 -1.66896 -1.50141  0.09
H -1.38126 -1.36493 -0.83083  -0.06
O -1.45947 -0.05165 -3.79672  0.01
H -1.24710 -0.97544 -3.97923  0.05
H -1.34329 0.05047 -2.84693  -0.01
O -2.74201 1.23668 1.44293  0.04
H -2.16154 0.55664 1.05848  -0.01
H -3.38654 1.44738 0.75012  0.10
O 1.36159 2.70891 -1.14409  -0.06
H 1.55564 3.59417 -0.79868  0.10
H 0.81985 2.85793 -1.93319  0.10
O 2.25086 -1.90936 1.37353  -0.06
H 1.35022 -2.27137 1.42668  0.02
H 2.79906 -2.57102 1.81710  0.09
O 1.64591 -1.96767 -1.94629  -0.07
H 0.81199 -2.20611 -2.37419  0.07
H 2.27760 -2.63391 -2.25316  0.09
O -0.72320 3.23601 1.11900  0.03
H -1.09828 2.78180 1.88814  0.06
H -0.46445 2.53243 0.51117  -0.01


ORCA calculation (wB97M-V/def2-TZVPD) on AlBH4 as an isolated structure in a non-equilibrium geometry.

HOMO-LUMO gap   5.41 eV
Charge   +2
Total energy   -268.5743 hartree
Lowest unoccupied orbital energy   -17.4529 eV
Largest force on an atom   0.149 hartree/bohr
Spin multiplicity   1
Energy relative to the best compared isomer or geometry (same formula, charge and spin)   34.8 kcal per mole

Last column: Löwdin charge in e.
CARTESIAN COORDINATES (ANGSTROEM)
Al -0.78675 1.48182 2.05805  1.54
B 0.13169 -0.25398 -0.36589  -0.03
H -0.24105 0.60520 -1.02653  0.12
H 1.10842 0.03488 0.13202  0.00
H -0.62009 -0.76566 0.33910  0.06
H 0.40779 -1.10225 -1.13675  0.30


ORCA calculation (wB97M-V/def2-TZVPD) on AlF2 as an isolated structure in a non-equilibrium geometry.

HOMO-LUMO gap   4.50 eV
Charge   +1
Total energy   -441.5011 hartree
Lowest unoccupied orbital energy   -12.9507 eV
Largest force on an atom   0.060 hartree/bohr
Spin multiplicity   1
Energy relative to the best compared isomer or geometry (same formula, charge and spin)   99.0 kcal per mole

Last column: Löwdin charge in e.
CARTESIAN COORDINATES (ANGSTROEM)
Al 23.52397 26.10560 26.56546  1.42
F 20.72618 25.99024 27.47818  -0.21
F 23.85857 25.32160 29.38241  -0.21


ORCA calculation (wB97M-V/def2-TZVPD) on AlFO4P as an isolated structure in a non-equilibrium geometry.

HOMO-LUMO gap   3.74 eV
Charge   -1
Total energy   -984.5924 hartree
Lowest unoccupied orbital energy   -1.7556 eV
Largest force on an atom   0.037 hartree/bohr
Spin multiplicity   1
Energy relative to the best compared isomer or geometry (same formula, charge and spin)   21.9 kcal per mole

Last column: Löwdin charge in e.
CARTESIAN COORDINATES (ANGSTROEM)
Al -15.55346 -3.19549 -0.13305  0.96
P -13.66546 -0.52541 0.01328  -0.07
O -15.17106 -0.30372 0.35893  -0.25
O -13.26366 -1.78019 0.83753  -0.31
O -12.88067 0.78475 0.08954  -0.27
O -13.65376 -1.09796 -1.45913  -0.17
F -17.68977 -4.88290 -1.15417  -0.87